No. 1
ORCA calculation (ωB97M-V/def2-TZVPD) on a molecular structure, C20H31N2O6P2PtTe in a non-equilibrium geometry.

Geometry as XYZ:
```
63
Properties=species:S:1:pos:R:3
Pt -0.574 0.018 -0.184
C -0.613 -2.482 -1.643
N -1.266 -2.073 -0.394
C -2.701 -2.325 -0.483
C -0.681 -2.775 0.755
C 0.730 -2.311 0.924
C 1.755 -3.104 1.425
C 3.018 -2.560 1.631
C 3.242 -1.220 1.331
C 2.221 -0.431 0.810
C 0.963 -0.980 0.575
H -0.752 -3.561 -1.796
H 0.451 -2.262 -1.600
H -1.051 -1.941 -2.479
H -2.891 -3.397 -0.643
H -3.106 -1.758 -1.317
H -3.188 -1.998 0.430
H -0.747 -3.869 0.660
H -1.272 -2.469 1.623
H 1.555 -4.137 1.692
H 3.816 -3.174 2.031
H 4.224 -0.789 1.490
H 2.396 0.609 0.566
N -1.260 3.455 2.772
C -1.810 2.976 1.398
C -2.896 3.938 0.940
P -0.256 3.180 0.338
O -0.805 3.597 -1.090
O 0.362 4.375 1.001
O 0.528 1.887 0.266
P -2.382 1.269 1.822
O -3.645 1.645 2.811
O -2.959 0.475 0.693
O -1.297 0.775 2.724
H -0.513 4.140 2.520
H -0.872 2.616 3.236
H -2.002 3.844 3.348
H -2.473 4.910 0.678
H -3.654 4.063 1.716
H -3.375 3.537 0.047
H -0.896 2.801 -1.664
H -4.460 1.415 2.353
C -5.246 4.809 -5.415
C -4.275 3.855 -4.764
C -2.913 3.921 -5.019
C -2.004 3.037 -4.438
C -0.542 3.208 -4.775
C -2.469 2.024 -3.575
Te -1.027 0.596 -2.846
C -3.845 1.953 -3.303
C -4.458 0.902 -2.416
C -4.714 2.871 -3.893
H -4.742 5.442 -6.146
H -5.720 5.462 -4.677
H -6.043 4.268 -5.930
H -2.537 4.688 -5.690
H -0.396 4.112 -5.371
H -0.161 2.352 -5.335
H 0.068 3.280 -3.873
H -3.712 0.352 -1.857
H -5.036 0.192 -3.017
H -5.144 1.357 -1.697
H -5.776 2.800 -3.663
```

gap between HOMO and LUMO = 6.27 eV
net charge = -1
energy relative to the best compared isomer or geometry (same formula, charge and spin) = 167.8 kJ/mol
E_tot = -65633.669 eV
LUMO level = 2.66 eV

These are the natural (NBO) partial charges, in e, on atoms 1 to 5: atom 1 (Pt): 0.791, atom 2 (C): -0.447, atom 3 (N): -0.396, atom 4 (C): -0.414, atom 5 (C): -0.243


No. 2
ORCA calculation (ωB97M-V/def2-TZVPD) on a molecular structure, C20H31N3O2S.

Geometry as XYZ:
```
57
Properties=species:S:1:pos:R:3
C -0.731 5.524 0.862
C -1.312 4.505 -0.112
C -1.017 3.069 0.316
C 0.517 2.799 0.328
N 0.931 1.485 -0.145
C 1.873 1.445 -1.254
C 0.496 0.391 0.524
O -0.305 0.499 1.449
C 0.998 -0.965 0.051
C 0.530 -2.123 0.922
C 0.423 -3.420 0.114
C -0.164 -4.550 0.957
C 0.639 -4.772 2.236
C 0.779 -3.473 3.026
C 1.381 -2.386 2.158
C 2.163 -1.303 2.829
C 2.883 -2.384 2.062
N -1.741 2.087 -0.474
C -1.458 1.837 -1.773
O -0.813 2.600 -2.479
C -1.960 0.532 -2.293
C -2.159 -0.596 -1.543
S -2.633 -1.862 -2.556
N -2.590 -0.972 -3.937
C -2.217 0.259 -3.676
C -2.102 1.250 -4.789
H -0.997 6.539 0.566
H -1.108 5.362 1.874
H 0.359 5.473 0.903
H -2.397 4.625 -0.165
H -0.924 4.664 -1.119
H -1.381 2.929 1.333
H 1.010 3.526 -0.316
H 0.881 2.949 1.347
H 1.832 0.488 -1.765
H 1.590 2.209 -1.975
H 2.899 1.621 -0.918
H 0.625 -1.111 -0.969
H 2.087 -0.944 -0.038
H -0.472 -1.865 1.286
H -0.195 -3.255 -0.774
H 1.420 -3.704 -0.242
H -1.196 -4.293 1.222
H -0.211 -5.472 0.373
H 0.170 -5.544 2.850
H 1.639 -5.137 1.975
H -0.205 -3.145 3.379
H 1.401 -3.626 3.911
H 2.144 -0.308 2.406
H 2.219 -1.321 3.909
H 3.418 -3.139 2.624
H 3.358 -2.114 1.128
H -2.151 1.338 0.059
H -2.019 -0.730 -0.479
H -2.659 2.157 -4.558
H -1.064 1.547 -4.926
H -2.485 0.806 -5.705
```

gap between HOMO and LUMO = 9.94 eV
energy relative to the best compared isomer or geometry (same formula, charge and spin) = 3.2 kJ/mol
E_tot = -40644.827 eV
LUMO level = 0.63 eV

These are the natural (NBO) partial charges, in e, on atoms 1 to 5: atom 1 (C): -0.609, atom 2 (C): -0.408, atom 3 (C): -0.045, atom 4 (C): -0.224, atom 5 (N): -0.443


No. 3
ORCA calculation (ωB97M-V/def2-TZVPD) on C20H31N3O3S in the gas phase.

Geometry as XYZ:
```
58
Properties=species:S:1:pos:R:3
C 4.365 1.056 -2.477
C 4.341 0.929 -0.957
N 2.973 1.045 -0.475
C 2.609 1.878 0.517
O 3.374 2.659 1.047
C 1.140 1.769 0.924
C 0.209 2.069 -0.255
C -1.251 1.851 0.144
N -1.484 0.532 0.703
S -1.519 -0.719 -0.438
O -1.034 -0.257 -1.705
O -0.901 -1.872 0.138
N -3.125 -1.061 -0.600
C -3.898 -0.175 -1.443
C -4.715 0.889 -0.705
C -6.094 0.381 -0.288
C -6.059 -0.636 0.850
C -5.185 -1.859 0.574
C -3.691 -1.557 0.641
C -0.641 0.268 1.855
C 0.841 0.383 1.506
C 4.932 -0.359 -0.421
C 5.443 -0.360 0.873
C 5.946 -1.519 1.433
C 5.945 -2.698 0.705
C 5.432 -2.707 -0.580
C 4.924 -1.547 -1.139
H 5.370 0.881 -2.851
H 4.052 2.056 -2.765
H 3.686 0.342 -2.939
H 4.879 1.773 -0.510
H 2.310 0.380 -0.841
H 0.977 2.520 1.706
H 0.423 1.407 -1.094
H 0.346 3.101 -0.584
H -1.557 2.584 0.898
H -1.892 1.954 -0.731
H -3.166 0.285 -2.107
H -4.567 -0.783 -2.062
H -4.161 1.235 0.169
H -4.851 1.741 -1.376
H -6.581 -0.067 -1.158
H -6.706 1.229 0.028
H -7.081 -0.971 1.042
H -5.699 -0.147 1.759
H -5.401 -2.610 1.337
H -5.430 -2.294 -0.395
H -3.501 -0.840 1.452
H -3.129 -2.467 0.863
H -0.914 0.985 2.636
H -0.869 -0.741 2.196
H 1.068 -0.401 0.781
H 1.447 0.214 2.397
H 5.438 0.559 1.440
H 6.341 -1.504 2.438
H 6.341 -3.605 1.138
H 5.424 -3.624 -1.152
H 4.525 -1.578 -2.141
```

gap between HOMO and LUMO = 9.71 eV
energy relative to the best compared isomer or geometry (same formula, charge and spin) = 149.8 kJ/mol
E_tot = -42691.975 eV
LUMO level = 0.75 eV
structure (SMILES) = C[C@@H](NC(=O)C1CCN(S(=O)(=O)N2CCCCCC2)CC1)c1ccccc1

These are the natural (NBO) partial charges, in e, on atoms 1 to 5: atom 1 (C): -0.609, atom 2 (C): -0.100, atom 3 (N): -0.617, atom 4 (C): 0.694, atom 5 (O): -0.635